Record 1
This record from the Open Molecules 2025 dataset describes C7H12BBrF5LiNO3 as an isolated structure in a non-equilibrium geometry. The level of theory is ωB97M-V with the def2-TZVPD basis set.

Geometry as XYZ:
```
31
Properties=species:S:1:pos:R:3:lowdin_charge:R:1
Br 3.059 -3.256 -2.070 0.709
F -2.633 -0.170 1.688 0.164
F -4.669 -0.546 -0.168 0.163
F -3.829 1.469 -0.028 0.204
F -3.324 0.164 -1.734 0.179
F -2.500 -1.797 0.216 -0.032
O 1.513 3.676 -1.140 0.182
O 1.607 -1.129 -1.255 -0.201
O 0.948 2.709 0.946 0.187
N -1.177 0.153 -0.038 0.142
C 0.230 -0.299 1.980 -0.010
C 1.273 -0.064 -0.356 -0.301
C 1.093 1.191 -1.186 -0.001
C 2.396 -2.107 -0.662 -0.657
C -2.390 -0.373 0.384 -0.438
C 0.033 -0.508 0.467 -0.272
C -3.581 0.217 -0.420 -0.522
B 1.199 2.573 -0.398 -0.620
Li -1.889 -3.767 0.250 0.918
H 3.245 -1.695 -0.133 0.080
H 2.302 4.116 -0.825 0.113
H 0.185 1.190 -1.777 0.115
H -0.005 -1.583 0.301 0.108
H 0.019 -1.223 2.506 0.081
H -1.176 0.032 -1.047 0.138
H 2.127 0.082 0.301 0.140
H 1.820 -2.756 -0.008 0.053
H 1.905 1.206 -1.904 0.129
H 1.244 -0.029 2.236 0.081
H 1.425 2.087 1.489 0.081
H -0.450 0.436 2.383 0.087
```

Results
HOMO-LUMO gap in eV: 7.923
Net charge: +1
F_max in eV/Å: 1.6
LUMO energy in eV: -5.13
Total energy in Eh: -3660.009424



Record 2
This record from the Open Molecules 2025 dataset describes a 5-piece molecular cluster, C27H66BClN5O9S overall in a non-equilibrium geometry. The level of theory is ωB97M-V with the def2-TZVPD basis set.

Geometry as XYZ:
```
110
Properties=species:S:1:pos:R:3:lowdin_charge:R:1
Cl 1.284 1.170 2.138 0.610
S -0.764 2.846 -1.461 0.693
O 6.969 1.658 5.656 -0.199
O 2.084 2.227 -0.433 -0.085
O -5.556 -4.587 -5.982 -0.208
O 5.539 1.126 1.785 -0.022
O -2.477 -0.408 -4.039 -0.214
O 0.625 0.454 -0.618 -0.134
O -1.417 -0.027 5.732 -0.192
O 5.863 3.480 1.183 -0.091
O 2.008 6.044 2.023 -0.152
N -3.625 -6.561 -5.134 0.037
N 4.777 3.506 5.302 0.048
N 0.931 -1.707 -2.873 -0.044
N -3.634 0.541 -6.510 0.033
N -2.574 0.922 3.262 0.045
C -1.649 -0.933 4.649 -0.193
C 5.269 1.974 -0.821 -0.100
C -3.813 -0.861 -6.107 -0.429
C -5.982 -5.758 -5.278 -0.196
C 0.686 -0.263 -3.251 -0.287
C 7.988 2.140 6.518 -0.112
C 0.809 3.916 1.230 -0.112
C 5.714 1.420 6.300 -0.193
C -2.350 -0.133 6.796 -0.116
C -0.172 1.623 -0.120 -0.523
C 1.094 2.362 0.685 -0.604
C -5.085 -7.670 -6.744 -0.079
C 4.860 2.691 6.523 -0.418
C 4.734 0.470 -1.192 -0.210
C 3.299 0.053 -0.518 -0.107
C 2.075 4.154 3.680 -0.103
C -5.016 -6.960 -5.394 -0.431
C 1.815 0.800 -2.720 -0.095
C -5.823 -4.612 -7.375 -0.104
C 5.355 3.566 7.672 -0.079
C 2.058 4.545 2.087 -0.348
C 5.560 2.214 0.792 -0.252
C -2.710 -1.314 -5.122 -0.188
C -2.753 -0.480 3.665 -0.423
C -4.169 -0.665 4.206 -0.082
C -3.411 -0.514 -2.976 -0.100
C -5.229 -1.046 -5.566 -0.080
B 1.993 0.874 -1.087 -0.943
H -5.343 -2.023 -5.086 0.065
H 4.349 2.946 4.564 0.047
H -4.262 0.142 -3.162 0.072
H 0.627 4.658 0.313 0.119
H -2.726 0.637 -6.965 0.072
H -1.836 -1.946 5.026 0.115
H 1.862 -1.863 -2.428 0.047
H 2.720 4.898 4.347 0.077
H 5.159 0.757 5.627 0.123
H -3.565 -6.181 -4.189 0.074
H 2.631 3.105 3.773 0.042
H 4.775 0.285 -2.370 0.109
H 3.047 4.250 1.506 0.151
H -6.028 -5.465 -4.222 0.121
H 7.956 3.229 6.557 0.073
H -4.450 0.106 4.928 0.061
H -3.727 -1.488 -7.003 0.128
H 4.576 4.274 7.970 0.075
H -5.510 -0.275 -4.843 0.064
H -4.616 -8.657 -6.676 0.075
H -3.744 -1.543 -2.817 0.088
H -1.863 0.218 7.710 0.085
H -4.560 -7.128 -7.536 0.064
H -2.667 -1.107 2.768 0.138
H 5.735 3.652 4.968 0.081
H -2.683 -1.163 6.954 0.087
H -2.896 -2.326 -4.746 0.115
H -4.987 -5.070 -7.905 0.075
H 0.727 -0.223 -4.443 0.099
H 6.234 1.252 2.502 0.119
H -1.102 1.411 0.558 0.104
H -0.425 0.014 -2.970 0.092
H -0.224 3.911 1.827 0.131
H -5.903 -3.578 -7.723 0.084
H -4.895 -0.609 3.390 0.073
H 3.436 0.074 0.644 0.077
H -7.003 -6.032 -5.566 0.116
H -6.758 -5.129 -7.609 0.090
H -2.473 1.475 4.119 0.073
H -4.283 -1.642 4.685 0.074
H -5.310 -7.690 -4.631 0.133
H 1.489 1.871 -3.130 0.102
H 6.232 4.161 7.403 0.062
H 0.143 -2.122 -2.329 0.061
H -5.956 -0.990 -6.382 0.071
H 3.847 2.361 6.783 0.138
H 5.541 -0.288 -0.746 0.108
H 4.521 2.831 -1.179 0.140
H 2.596 6.426 2.766 0.101
H 7.916 1.715 7.523 0.088
H 3.120 -1.092 -0.802 0.105
H 5.857 0.863 7.233 0.115
H 5.607 2.961 8.548 0.074
H 0.975 4.034 4.102 0.091
H -1.666 1.018 2.806 0.032
H 6.300 2.231 -1.364 0.128
H -1.798 3.656 -0.953 -0.133
H -1.765 -1.359 -5.675 0.122
H -0.704 -0.979 4.097 0.117
H -2.923 -0.163 -2.061 0.085
H -3.202 0.522 6.609 0.071
H 2.820 0.536 -3.301 0.093
H 8.955 1.857 6.091 0.086
H -3.423 -5.754 -5.732 0.072
H -6.123 -7.818 -7.060 0.076
H -3.534 1.094 -5.652 0.074
```

Results
HOMO-LUMO gap in eV: 7.110
Net charge: -1
F_max in eV/Å: 8.4
LUMO energy in eV: 2.15
Total energy in Eh: -2902.336503



Record 3
This record from the Open Molecules 2025 dataset describes a 10-piece molecular cluster, C67H55ClF10N2O3 overall in a non-equilibrium geometry. The level of theory is ωB97M-V with the def2-TZVPD basis set.

Geometry as XYZ:
```
138
Properties=species:S:1:pos:R:3:lowdin_charge:R:1
Cl -4.599 -1.258 3.280 0.662
F 6.462 6.209 8.220 0.054
F -4.580 1.517 8.231 0.032
F -0.663 2.257 -9.438 0.053
F -0.942 -3.858 -8.014 0.062
F -4.563 1.043 -6.710 0.040
F -3.418 4.235 -0.560 0.053
F 0.827 0.493 5.606 0.069
F 5.287 -9.408 -7.689 0.057
F 1.832 4.634 8.133 0.057
F 2.995 -5.054 -2.487 0.038
O 1.766 -1.335 3.020 0.171
O -2.064 -2.739 1.516 0.188
O -0.308 0.153 1.308 0.027
N 0.297 0.646 -1.052 0.206
N -0.194 -1.221 1.618 0.009
C 6.884 6.152 4.136 -0.098
C 5.494 -8.596 -5.488 -0.020
C 0.222 0.339 0.050 -0.214
C -3.155 3.184 6.031 -0.082
C 0.798 -6.741 -9.333 -0.079
C -0.699 4.152 -6.352 -0.074
C 5.133 -7.667 -4.520 -0.076
C 3.651 -6.602 -6.093 -0.072
C -3.120 -2.004 -9.055 -0.102
C -5.782 0.957 8.481 -0.275
C -0.393 0.131 5.110 -0.118
C 3.605 -2.910 -1.721 -0.016
C 3.582 -1.951 -0.716 -0.074
C -2.417 1.796 -3.039 -0.077
C 2.718 3.635 8.298 -0.287
C -1.799 -1.064 3.329 -0.055
C -6.529 0.457 7.430 -0.018
C -7.764 -0.124 7.689 -0.076
C -4.093 0.041 -7.478 -0.280
C 2.428 2.382 7.789 -0.020
C 4.019 -7.524 -7.066 -0.017
C -0.478 -0.620 3.868 0.040
C 7.830 6.490 6.323 -0.020
C 2.980 -4.124 -1.510 -0.280
C 1.515 4.206 -7.302 -0.083
C -1.137 3.376 -7.417 -0.018
C -1.788 -5.728 -9.167 -0.021
C 0.609 -1.123 2.861 -0.288
C -1.742 2.859 6.711 -0.348
C 2.338 -4.406 -0.318 -0.011
C -0.654 3.325 5.645 -0.076
C -1.602 1.321 7.105 -0.108
C -2.978 0.038 5.233 0.008
C -3.419 3.494 -1.684 -0.291
C -2.414 2.564 -1.883 -0.025
C 2.945 -2.222 0.490 -0.103
C 4.210 -6.672 -4.822 -0.085
C -0.241 3.016 -8.408 -0.281
C 6.600 6.191 6.882 -0.286
C -1.556 -6.940 -9.805 -0.081
C -7.482 0.325 10.040 -0.078
C -3.055 -0.740 3.989 -0.527
C -1.468 -1.846 2.017 -0.305
C 5.511 5.872 6.092 -0.014
C -2.574 -0.730 -9.157 -0.063
C -4.156 -2.251 -8.160 -0.079
C 4.934 -8.512 -6.750 -0.289
C -4.643 -1.223 -7.362 -0.015
C 4.534 1.584 8.637 -0.091
C 3.345 1.351 7.955 -0.073
C -0.265 -7.447 -9.886 -0.093
C 4.811 2.847 9.147 -0.076
C 2.326 -3.450 0.690 -0.080
C 5.653 5.858 4.710 -0.080
C -3.418 1.972 -3.988 -0.094
C -1.666 0.469 5.786 -0.087
C 7.973 6.465 4.941 -0.084
C -8.241 -0.187 8.994 -0.092
C -6.242 0.896 9.783 -0.014
C 3.899 3.880 8.973 -0.028
C -0.721 -5.032 -8.626 -0.285
C -3.068 0.299 -8.367 -0.009
C 1.081 3.420 -8.362 -0.019
C -4.419 2.913 -3.779 -0.080
C 0.626 4.569 -6.297 -0.094
C 0.571 -5.524 -8.704 -0.014
C -4.424 3.676 -2.617 -0.023
H 5.247 0.778 8.769 0.102
H -3.872 0.354 5.823 0.094
H 2.930 -1.479 1.271 0.076
H 2.547 4.535 -7.259 0.104
H -0.085 -8.394 -10.380 0.102
H 1.387 -4.955 -8.275 0.111
H -0.768 2.759 4.674 0.083
H -1.639 1.059 -3.201 0.097
H -0.925 4.392 5.385 0.092
H 1.854 -5.366 -0.183 0.117
H -6.146 0.522 6.419 0.105
H -2.738 -2.807 -9.674 0.091
H 4.562 5.637 6.557 0.107
H -5.633 1.291 10.587 0.119
H 8.933 6.691 4.493 0.104
H -1.764 -0.538 -9.850 0.109
H -5.443 -1.397 -6.653 0.117
H 0.393 3.255 6.030 0.052
H -9.206 -0.636 9.194 0.103
H 1.833 -3.663 1.631 0.099
H -1.664 3.452 7.668 0.137
H 4.803 5.618 4.082 0.106
H -2.383 -7.488 -10.239 0.106
H -3.026 2.919 4.936 0.081
H -2.167 3.050 -7.480 0.100
H 2.928 -5.829 -6.327 0.096
H 4.061 -0.992 -0.873 0.106
H 1.804 -7.139 -9.394 0.089
H 1.495 2.217 7.269 0.067
H -1.637 2.444 -1.138 0.090
H 3.926 -5.951 -4.066 0.076
H -3.391 4.280 6.051 0.086
H 4.104 -2.719 -2.663 0.117
H -5.197 3.053 -4.521 0.104
H -7.856 0.279 11.055 0.107
H 5.736 3.027 9.682 0.108
H -2.788 -5.322 -9.087 0.108
H 3.131 0.367 7.553 0.105
H -3.985 2.545 6.415 0.045
H -5.201 4.408 -2.432 0.114
H 5.571 -7.718 -3.530 0.106
H -3.416 1.376 -4.890 0.081
H 3.600 -7.479 -8.064 0.095
H -8.355 -0.526 6.875 0.108
H -4.583 -3.244 -8.084 0.103
H 6.206 -9.382 -5.269 0.115
H 0.967 5.179 -5.468 0.102
H 6.996 6.138 3.058 0.101
H -1.391 4.432 -5.566 0.105
H 1.761 3.120 -9.150 0.116
H -2.662 1.298 -8.438 0.079
H -0.592 1.092 7.558 0.112
H -2.383 0.983 7.837 0.108
H 8.665 6.739 6.966 0.116
H 4.102 4.873 9.356 0.117
```

Results
SMILES: CC(C)Cc1cc(Cl)c2c(c1F)C(=O)N(OC#N)C2=O.Fc1ccccc1.Fc1ccccc1.Fc1ccccc1.Fc1ccccc1.Fc1ccccc1.Fc1ccccc1.Fc1ccccc1.Fc1ccccc1.Fc1ccccc1
HOMO-LUMO gap in eV: 7.791
F_max in eV/Å: 3.6
LUMO energy in eV: -1.22
Total energy in Eh: -4379.971973



> Which of these has the highest total energy?

C27H66BClN5O9S



> Among the records above, which one has the highest total energy?

C27H66BClN5O9S